DFT (ωB97M-V/def2-TZVPD) results for C5H12O2 in the gas phase.

The geometry in XYZ format:
```
19
Properties=species:S:1:pos:R:3:forces:R:3:mulliken_charge:R:1
C 1.01523 -1.22431 1.43080 0.2 -0.3 0.2 -0.833
O 0.45241 -0.06221 0.88653 0.0 -0.1 0.2 -0.410
C -0.38767 -0.29288 -0.24307 -0.1 -0.3 0.1 0.600
C -1.55950 -1.20476 0.05700 -0.1 -0.1 0.1 -1.598
C -0.76539 1.08012 -0.67508 0.7 -0.2 0.7 -0.981
C 0.73103 1.90713 -0.91888 -2.9 -1.7 1.0 -0.395
O 1.86151 1.12619 -1.16073 -0.5 -0.1 0.1 -0.524
H 0.26720 -1.82936 1.95682 0.1 0.0 0.0 0.293
H 1.77529 -0.90086 2.14460 -0.1 -0.1 0.0 0.280
H 1.48709 -1.84199 0.65091 0.0 0.0 0.1 0.355
H 0.23009 -0.73117 -1.04909 -0.1 -0.1 0.2 0.301
H -2.13590 -0.80685 0.89842 0.0 -0.1 -0.1 0.340
H -1.22393 -2.21678 0.29710 -0.1 0.0 0.0 0.405
H -2.21479 -1.27230 -0.81836 0.1 0.0 0.1 0.427
H -1.31051 1.64742 0.08793 0.2 -0.3 0.1 0.352
H -1.48254 1.00384 -1.53908 1.1 0.3 0.3 0.413
H 0.09425 2.15079 -1.72598 1.8 2.4 -2.0 0.412
H 0.86855 2.52319 -0.03268 -0.3 0.5 -0.6 0.238
H 2.00101 0.67622 -0.30737 0.1 0.0 -0.4 0.324
```
Forces are in eV/Å.

lowest unoccupied orbital energy: 0.979 eV
HOMO level: -9.12 eV
Kohn-Sham gap: 10.099 eV
structure (SMILES): CO[C@@H](C)CCO